Molecular formula: C17H31ClIInNO3S2
Method: DFT, ωB97M-V with the def2-TZVPD basis set

Properties
Kohn-Sham gap: 1.7 eV
energy: -73189.7285 eV
HOMO: -16.1 eV
net charge: +3

Last column: natural (NBO) charge in e.
Element x y z (Å)
C -5.2665 2.2115 -2.3323  -0.662
C -3.9564 1.7836 -1.4203  -0.263
N -3.8690 0.2744 -1.4714  -0.309
C -2.5713 -0.1787 -2.1020  -0.291
C -2.6516 0.2850 -3.7048  -0.653
C -4.1375 -0.3793 -0.1342  -0.071
S -5.7859 -0.3320 0.4038  0.597
S -2.8559 -1.1853 0.9730  0.622
C -2.4814 -2.9301 0.4018  -0.565
C -0.8820 -3.3402 0.5072  -0.434
C 0.1331 -2.0350 0.3111  -0.462
C 1.5993 -2.5633 -0.2718  0.117
C 2.2828 -3.6169 0.7820  -0.567
C 3.9208 -3.6935 0.7251  0.431
O 4.6641 -4.0985 -0.3084  -0.420
I 4.9967 -3.1074 2.5857  0.215
O 2.4793 -1.4789 -0.7329  -0.493
C 2.7876 -0.5120 0.3319  -0.128
C 2.3801 1.0135 -0.1657  0.093
C 3.1674 2.0589 0.8749  -0.463
C 2.6975 1.8746 2.4361  -0.454
C 3.1259 3.1335 3.4065  -0.345
Cl 2.3563 2.7667 5.0938  -0.140
O 0.9306 1.2626 -0.2218  -0.586
C 0.6947 2.6048 -0.8311  -0.288
H -5.8677 1.2603 -2.7262  0.244
H -4.9514 2.8181 -3.3064  0.264
H -6.0010 2.9343 -1.7374  0.269
H -3.0188 2.3471 -1.8442  0.271
H -4.1034 2.0822 -0.2837  0.243
H -1.6004 0.2981 -1.6120  0.257
H -2.4017 -1.3465 -2.0709  0.236
H -2.2216 1.3803 -3.8636  0.241
H -2.0894 -0.4697 -4.4136  0.276
H -3.7846 0.3179 -4.0649  0.248
H -2.8963 -3.0143 -0.7143  0.273
H -3.1574 -3.6756 1.0369  0.313
H -0.7274 -3.8636 1.5478  0.256
H -0.6925 -4.1411 -0.3568  0.269
H -0.3161 -1.2325 -0.4124  0.241
H 0.2641 -1.5483 1.3894  0.225
H 1.3250 -3.1999 -1.2439  0.232
H 1.8679 -3.4664 1.8909  0.249
H 1.8920 -4.6997 0.4662  0.288
H 3.9771 -0.4998 0.4303  0.233
H 2.3843 -0.7934 1.3936  0.198
H 2.8641 1.2381 -1.2336  0.224
H 3.1346 3.1755 0.4837  0.244
H 4.3122 1.7358 0.8094  0.241
H 1.5477 1.6287 2.5324  0.241
H 3.2718 0.9206 2.8489  0.228
H 2.6928 4.1742 3.0693  0.269
H 4.2987 3.1870 3.6188  0.226
H -0.3746 2.7052 -1.3239  0.194
H 1.4788 2.8593 -1.6868  0.213
H 0.8215 3.4655 -0.0273  0.195
In 4.3128 3.6048 6.2679  0.918

***

Molecular formula: C4H8S3
Method: DFT, ωB97M-V with the def2-TZVPD basis set

Properties
Kohn-Sham gap: 9.5 eV
relative energy (zero: lowest compared OMol25 entry of this formula, charge and spin): 0.496 eV
SMILES: C[C@@H]1CSC1(S)S
energy: -36782.7539 eV
HOMO: -8.8 eV

Last column: natural (NBO) charge in e.
Element x y z (Å)
C -1.3247 -1.1508 0.0845  -0.630
C -0.4988 0.0533 0.4607  -0.221
C -0.8000 1.3318 -0.3198  -0.512
S 0.9377 1.6761 -0.7651  0.202
C 1.1035 -0.0068 -0.0310  -0.433
S 1.4083 -1.3213 -1.2405  0.004
S 2.3061 -0.1427 1.3267  0.009
H -1.2835 -1.3262 -0.9885  0.221
H -2.3628 -0.9807 0.3657  0.221
H -0.9631 -2.0399 0.5947  0.223
H -0.4901 0.2140 1.5382  0.221
H -1.3882 1.1525 -1.2176  0.215
H -1.2376 2.1423 0.2581  0.222
H 2.4251 -0.7058 -1.8383  0.135
H 2.1679 1.1043 1.7722  0.124

***

Molecular formula: C27H60BFN9O4P2
Method: DFT, ωB97M-V with the def2-TZVPD basis set

Properties
Kohn-Sham gap: 4.3 eV
energy: -72542.3852 eV
HOMO: -4.0 eV
net charge: -1

Last column: Löwdin charge in e.
Element x y z (Å)
C 6.8731 -6.9540 3.7753  -0.059
C 5.9158 -5.7965 3.5062  -0.269
C 4.6359 -5.9998 3.0082  -0.076
C 3.8037 -4.9105 2.7432  -0.097
C 4.2903 -3.6423 3.0031  -0.079
C 5.5501 -3.3855 3.5361  -0.182
C 6.0164 -1.9704 3.8434  -0.052
C 5.8410 -1.6296 5.3537  -0.418
C 4.4095 -1.0994 5.6862  -0.100
C 3.4823 -2.1346 6.3881  -0.153
C 2.3354 -2.6566 5.4725  -0.198
C 0.9285 -2.5453 6.1065  -0.212
N -0.1004 -3.4323 5.5074  0.017
C -0.1464 -3.4504 4.1120  -0.570
N -0.3713 -4.5738 3.5279  0.090
N -0.0075 -2.2767 3.3428  0.112
O 6.3855 -2.6200 6.1684  -0.055
B 7.8727 -2.3317 6.2108  -0.558
O 8.0385 -0.9601 5.6177  -0.048
C 6.7906 -0.4126 5.8076  -0.296
F 6.6511 -0.4345 7.2281  -0.025
C 6.3523 -4.4954 3.7723  0.011
H 6.5186 -7.8187 3.1901  0.066
H 7.8541 -6.7011 3.3438  0.076
H 6.9727 -7.2016 4.8377  0.078
H 4.2434 -7.0004 2.8067  0.101
H 2.8084 -5.1225 2.3532  0.093
H 3.6375 -2.7914 2.7751  0.099
H 5.4697 -1.2597 3.1985  0.117
H 7.0734 -1.8864 3.5526  0.125
H 3.9544 -0.7927 4.7278  0.101
H 4.4333 -0.1891 6.3029  0.105
H 3.0883 -1.7170 7.3305  0.104
H 4.0635 -3.0210 6.6839  0.113
H 2.5091 -3.7237 5.2574  0.113
H 2.3132 -2.1377 4.5067  0.070
H 1.0301 -2.8548 7.1593  0.113
H 0.5215 -1.5215 6.1112  0.109
H 0.0404 -4.3883 5.8135  0.115
H -0.4213 -4.4320 2.5200  0.026
H 0.1500 -1.4499 3.9066  0.080
H 0.6739 -2.3717 2.6025  0.098
H 8.4820 -2.6355 7.2088  0.051
H 8.3360 -3.0711 5.3243  0.052
H 6.6196 0.5722 5.3542  0.155
H 7.3625 -4.3930 4.1730  0.098
O -0.6951 -1.6690 -0.8481  -0.277
P -2.0345 -1.2230 -1.4013  0.759
N -1.4569 0.1470 -2.2594  -0.328
C -2.0851 1.4390 -2.3889  -0.148
C -0.7572 -0.1971 -3.4898  -0.139
N -2.7264 -0.8361 0.1536  -0.342
C -2.3942 0.4208 0.8090  -0.134
C -2.5715 -1.9296 1.1194  -0.146
N -3.6575 -1.1177 -2.1560  -0.307
C -4.7836 -0.4358 -1.5494  -0.146
C -4.1029 -2.4471 -2.6148  -0.152
H -2.9262 1.4362 -3.1000  0.083
H -1.3590 2.1720 -2.7491  0.080
H -2.4346 1.8327 -1.4369  0.049
H -1.4618 -0.4187 -4.3059  0.079
H -0.1232 -1.0740 -3.3431  0.070
H -0.0996 0.6146 -3.8068  0.082
H -1.3195 0.6391 0.7873  0.090
H -2.7177 0.4053 1.8518  0.081
H -2.9356 1.2577 0.3629  0.049
H -1.5732 -1.9529 1.5598  0.042
H -2.7466 -2.8970 0.6386  0.073
H -3.3035 -1.8368 1.9255  0.083
H -5.1522 -0.9297 -0.6454  0.083
H -5.6041 -0.4044 -2.2740  0.087
H -4.5547 0.6019 -1.3132  0.063
H -4.3595 -3.1040 -1.7738  0.076
H -3.3088 -2.9325 -3.1913  0.075
H -4.9706 -2.3669 -3.2737  0.075
O -2.3831 3.8959 -6.0410  -0.279
P -3.1447 5.2018 -5.9349  0.760
N -4.1139 4.7678 -4.5869  -0.326
C -5.5047 5.0762 -4.3566  -0.138
C -3.3815 4.7782 -3.3282  -0.142
N -3.9622 5.0294 -7.4720  -0.345
C -5.1312 4.1678 -7.5833  -0.135
C -3.0378 4.7155 -8.5615  -0.151
N -3.6460 6.9188 -5.8527  -0.308
C -4.7340 7.4774 -6.6320  -0.144
C -2.4736 7.8074 -5.9744  -0.149
H -5.6638 6.1202 -4.0443  0.081
H -5.8980 4.4358 -3.5634  0.085
H -6.1285 4.8738 -5.2237  0.050
H -3.2754 5.7999 -2.9327  0.081
H -2.3802 4.3624 -3.4571  0.062
H -3.8787 4.1616 -2.5764  0.078
H -4.9878 3.1955 -7.0965  0.090
H -5.3782 3.9910 -8.6322  0.080
H -6.0191 4.6463 -7.1667  0.052
H -2.7624 3.6561 -8.5793  0.079
H -2.1159 5.2958 -8.4673  0.072
H -3.4852 4.9760 -9.5240  0.079
H -4.5243 7.5111 -7.7052  0.083
H -4.9155 8.5020 -6.2926  0.089
H -5.6680 6.9415 -6.4742  0.065
H -2.0663 7.8079 -6.9935  0.076
H -1.6803 7.4802 -5.2946  0.076
H -2.7260 8.8332 -5.6979  0.077

***

Molecular formula: C2H5N5
Method: DFT, ωB97M-V with the def2-TZVPD basis set

Properties
Kohn-Sham gap: 9.6 eV
relative energy (zero: lowest compared OMol25 entry of this formula, charge and spin): 2.572 eV
SMILES: Nc1nncn1N
energy: -9603.4497 eV
HOMO: -9.1 eV

Last column: natural (NBO) charge in e.
Element x y z (Å)
N 1.5579 0.3959 -1.1246  -0.816
C 0.1668 0.2636 -0.8009  0.494
N -0.7134 0.2801 -1.6476  -0.359
N -1.9202 -0.1470 -1.0663  -0.258
C -1.6688 -0.3072 0.1555  0.134
N -0.2849 -0.2023 0.3938  -0.270
N 0.5853 0.0391 1.5812  -0.636
H 2.1813 -0.1217 -0.5002  0.387
H 1.7443 0.2331 -2.0425  0.385
H -2.4427 -0.5885 0.7950  0.205
H 0.2708 0.9078 2.0878  0.369
H 0.5236 -0.7529 2.1688  0.365

***

Molecular formula: C3H5NOS
Method: DFT, ωB97M-V with the def2-TZVPD basis set

Properties
Kohn-Sham gap: 8.9 eV
relative energy (zero: lowest compared OMol25 entry of this formula, charge and spin): 2.416 eV
energy: -17562.8512 eV
HOMO: -8.2 eV

Last column: natural (NBO) charge in e.
Element x y z (Å)
C -0.1002 1.0270 0.7832  -0.532
C -0.2589 0.4772 -0.4396  -0.001
C 2.7433 -0.5808 0.1962  0.515
N -0.8849 -0.6973 -0.8091  -0.729
O 3.3633 -0.7142 -0.7570  -0.518
S -1.9612 -1.5677 0.2561  0.161
H 0.7043 1.7273 0.8358  0.212
H -0.6245 0.7745 1.7200  0.200
H 0.2274 0.8731 -1.2750  0.193
H -1.3142 -0.6321 -1.7555  0.390
H -1.8943 -0.6870 1.2448  0.109

***

Molecular formula: C11H15N
Method: DFT, ωB97M-V with the def2-TZVPD basis set

Properties
Kohn-Sham gap: 8.7 eV
relative energy (zero: lowest compared OMol25 entry of this formula, charge and spin): 0.977 eV
SMILES: Cc1c[nH]c2ccccc12.CC
energy: -13139.8147 eV
HOMO: -7.7 eV

Last column: natural (NBO) charge in e.
Element x y z (Å)
C 2.0934 0.9266 3.3652  -0.639
C 1.0312 0.2980 2.5332  -0.102
C -0.2336 0.0135 2.9529  -0.018
N -1.0159 -0.6122 1.9876  -0.545
C -0.1738 -0.7756 0.8798  0.133
C -0.4241 -1.4107 -0.3193  -0.228
C 0.6790 -1.6559 -1.1488  -0.228
C 1.9680 -1.3040 -0.7664  -0.238
C 2.2247 -0.5781 0.4219  -0.193
C 1.1393 -0.3742 1.2506  -0.080
H 1.5985 1.7242 3.9553  0.220
H 2.9782 1.4029 2.9593  0.227
H 2.3474 0.1747 4.1358  0.222
H -0.8070 0.3014 3.8352  0.203
H -1.9430 -0.9708 2.0697  0.414
H -1.4248 -1.7494 -0.5478  0.210
H 0.4614 -2.2420 -2.0171  0.212
H 2.7869 -1.7494 -1.3170  0.212
H 3.1651 -0.1930 0.8383  0.218
C -2.7582 0.8891 -2.8213  -0.605
C -1.3271 1.1974 -3.3947  -0.609
H -3.1621 -0.0213 -3.2708  0.200
H -2.7656 0.9129 -1.7361  0.204
H -3.3545 1.7554 -3.1301  0.199
H -0.5272 0.5451 -3.0791  0.213
H -1.2268 2.2583 -3.1359  0.201
H -1.3293 1.2375 -4.5004  0.197

***

Q: The highest Kohn-Sham gap belongs to which entry?
A: C2H5N5